Record 1
{
  "formula": "C21H36BrGeN2NiS4Si3",
  "method": "the ωB97M-V functional and the def2-TZVPD basis",
  "multiplicity": 4,
  "total_charge": 0,
  "lumo_energy_ha": [0.0027, -0.0343],
  "energy_ha": -9551.9536,
  "homo_energy_ev": [-6.10, -8.10],
  "de_lowest_kj_mol": 0.0,
  "elements": ["Ni", "S", "S", "S", "S", "Br", "C", "C", "C", "C", "C", "C", "N", "C", "C", "C", "C", "C", "C", "N", "H", "H", "H", "H", "H", "H", "H", "H", "H", "C", "Si", "C", "C", "Ge", "Si", "C", "C", "C", "Si", "C", "C", "C", "H", "H", "H", "H", "H", "H", "H", "H", "H", "H", "H", "H", "H", "H", "H", "H", "H", "H", "H", "H", "H", "H", "H", "H", "H", "H", "H"],
  "positions_angstrom": [[-1.857314, 0.097129, -1.520169], [-2.245419, -0.219899, 0.959831], [-2.947928, -2.230665, 0.767944], [-4.303161, -1.894711, -0.687272], [-3.134116, -1.617449, -2.348623], [3.518087, -2.778044, -5.817189], [2.182472, -1.712622, -4.998835], [2.201883, -0.339229, -5.164205], [1.233222, 0.441498, -4.553727], [0.224794, -0.141037, -3.775756], [0.231122, -1.530955, -3.625590], [1.199095, -2.313187, -4.228945], [-0.746185, 0.603552, -3.096337], [-0.997431, 1.875553, -3.440000], [-1.929166, 2.617262, -2.689399], [-2.282070, 3.957877, -2.971889], [-3.190249, 4.598522, -2.178061], [-3.770870, 3.917289, -1.088976], [-3.397186, 2.615083, -0.865341], [-2.502618, 1.972475, -1.626950], [2.981242, 0.124244, -5.753808], [1.296586, 1.515244, -4.656252], [-0.539683, -2.003685, -3.029989], [1.186930, -3.387347, -4.101259], [-0.536653, 2.335587, -4.304663], [-1.825802, 4.453598, -3.818961], [-3.467142, 5.623652, -2.388289], [-4.495908, 4.391917, -0.444773], [-3.820075, 2.041806, -0.049606], [-0.199540, -3.953974, 2.423137], [0.699849, -2.762056, 1.289381], [2.501034, -2.682267, 1.828863], [0.584874, -3.270036, -0.506283], [-0.050935, -0.518542, 1.605865], [-0.294558, -0.008692, 3.930352], [-0.662881, 1.820981, 4.138088], [1.224556, -0.489754, 4.921047], [-1.788127, -0.986016, 4.518195], [1.413060, 1.064803, 0.544566], [0.535303, 2.650842, 0.067546], [2.316886, 0.328637, -0.918402], [2.685164, 1.397473, 1.888694], [0.298785, -4.927551, 2.385948], [-1.239542, -4.099522, 2.129105], [-0.182147, -3.614581, 3.460765], [2.936936, -3.685401, 1.816339], [2.601722, -2.292080, 2.844820], [3.097267, -2.054822, 1.164377], [1.005691, -4.267993, -0.656646], [1.142863, -2.573448, -1.136963], [-0.452557, -3.274685, -0.846825], [0.187335, 2.453509, 3.875796], [-0.935746, 2.037909, 5.174348], [-1.505438, 2.109676, 3.504465], [2.124637, 0.009047, 4.556747], [1.395956, -1.568291, 4.890065], [1.083631, -0.205539, 5.967580], [-2.705586, -0.561141, 4.105397], [-1.863447, -0.958344, 5.608754], [-1.747078, -2.032969, 4.211261], [0.083849, 2.570107, -0.923405], [1.260422, 3.468942, 0.040890], [-0.251318, 2.922079, 0.775292], [1.651061, 0.086140, -1.746022], [2.845136, -0.583959, -0.636130], [3.060858, 1.040907, -1.287831], [2.248592, 1.899706, 2.754523], [3.486820, 2.032722, 1.501292], [3.140158, 0.464723, 2.232101]],
  "forces_ev_per_a": [[-0.2, -0.3, 0.1], [0.1, -0.4, -0.5], [0.0, 0.5, 0.3], [-0.2, -0.2, 0.0], [0.2, 0.3, 0.0], [0.0, 0.0, 0.0], [0.0, 0.0, 0.0], [0.0, 0.0, 0.0], [0.0, 0.0, 0.0], [0.0, 0.1, 0.1], [0.0, 0.0, 0.0], [0.0, 0.0, 0.0], [0.1, 0.1, -0.1], [0.0, 0.0, 0.0], [0.0, 0.0, 0.0], [0.0, 0.0, 0.0], [0.0, 0.0, 0.0], [0.0, 0.0, 0.0], [0.0, 0.0, 0.0], [0.0, 0.0, 0.0], [0.0, 0.0, 0.0], [0.0, 0.0, 0.0], [0.0, 0.0, 0.0], [0.0, 0.0, 0.0], [0.0, 0.0, 0.0], [0.0, 0.0, 0.0], [0.0, 0.0, 0.0], [0.0, 0.0, 0.0], [0.0, 0.0, 0.0], [0.0, -0.1, 0.0], [0.0, -0.1, 0.0], [0.0, 0.0, 0.0], [0.0, 0.0, 0.0], [0.2, 0.1, 0.1], [-0.2, 0.0, 0.0], [0.0, 0.0, 0.0], [0.0, 0.0, 0.0], [0.0, 0.0, 0.0], [0.0, 0.0, 0.0], [0.0, 0.0, 0.0], [0.0, 0.0, 0.0], [0.0, 0.0, 0.0], [0.0, 0.0, 0.0], [0.0, 0.0, 0.0], [0.0, 0.0, 0.0], [0.0, 0.0, 0.0], [0.0, 0.0, 0.0], [0.0, 0.0, 0.0], [0.0, 0.0, 0.0], [0.0, 0.0, 0.0], [0.0, 0.0, 0.0], [0.0, 0.0, 0.0], [0.0, 0.0, 0.0], [0.0, 0.0, 0.0], [0.0, 0.0, 0.0], [0.0, 0.0, 0.0], [0.0, 0.0, 0.0], [0.0, 0.0, 0.0], [0.0, 0.0, 0.0], [0.0, 0.0, 0.0], [0.0, 0.0, 0.0], [0.0, 0.0, 0.0], [0.0, 0.0, 0.0], [0.0, 0.0, 0.0], [0.0, 0.0, 0.0], [0.0, 0.0, 0.0], [0.0, 0.0, 0.0], [0.0, 0.0, 0.0], [0.0, 0.0, 0.0]]
}



Record 2
{
  "formula": "C21H36Cl3IrN2O4Si",
  "method": "the ωB97M-V functional and the def2-TZVPD basis",
  "multiplicity": 5,
  "total_charge": 0,
  "lumo_energy_ha": [0.0225, -0.0585],
  "energy_ha": -3006.5588,
  "homo_energy_ev": [-5.87, -7.97],
  "de_lowest_kj_mol": 0.0,
  "elements": ["C", "C", "H", "H", "H", "C", "C", "H", "H", "H", "H", "Ir", "Cl", "Cl", "H", "H", "C", "C", "N", "H", "C", "O", "H", "H", "H", "H", "H", "H", "C", "C", "N", "H", "C", "O", "H", "H", "H", "H", "O", "C", "C", "C", "H", "C", "H", "C", "H", "C", "C", "H", "H", "H", "Si", "Cl", "C", "C", "C", "H", "H", "H", "H", "H", "H", "H", "H", "H", "O", "C"],
  "positions_angstrom": [[-1.207384, -2.933700, -4.313353], [-0.516207, -1.606377, -4.313141], [-2.062062, -2.940896, -4.999218], [-1.560830, -3.159284, -3.298220], [-0.531592, -3.747831, -4.623648], [-0.504711, -0.743525, -5.337904], [-1.245360, -0.969916, -6.608559], [0.044463, 0.194894, -5.259186], [-2.265035, -1.334731, -6.416543], [-0.753995, -1.691836, -7.276469], [-1.319407, -0.020366, -7.148041], [-0.686648, -0.919678, 0.779082], [0.627418, -2.850341, 0.756720], [-2.633313, -0.777654, 2.147744], [-0.009799, 1.030813, 5.470848], [0.443207, -1.732732, 6.301335], [-0.773603, 0.511336, 4.878337], [-0.394040, -1.845544, 5.597696], [-0.320119, -0.836313, 4.552793], [-0.969496, 1.050972, 3.952977], [0.235920, -1.103469, 3.376480], [0.309816, -0.189904, 2.475175], [-0.352669, -2.853827, 5.168043], [0.612153, -2.128442, 3.219481], [-1.681249, 0.435049, 5.484842], [-1.332725, -1.723037, 6.149087], [-3.519874, -0.149771, -2.276170], [-2.150100, 1.881809, -3.890648], [-3.700410, 0.770858, -1.701519], [-2.502859, 2.470615, -3.026590], [-2.556653, 1.665314, -1.817815], [-3.876277, 0.535756, -0.648706], [-1.596012, 1.694206, -0.881028], [-1.670182, 1.045255, 0.199172], [-1.842791, 3.333097, -2.882572], [-0.744420, 2.365274, -1.105805], [-4.564884, 1.286634, -2.139059], [-3.523896, 2.811342, -3.253102], [-0.938940, -0.746750, -2.242002], [0.084215, -1.204461, -2.956552], [0.840311, 1.189931, -3.080439], [1.206559, -0.152283, -3.024397], [-0.219694, 1.426793, -2.974201], [1.815289, 2.168897, -3.247325], [0.556400, -2.134821, -2.561922], [2.545400, -0.527168, -3.017216], [1.478163, 3.206726, -3.309263], [3.166490, 1.803748, -3.280022], [3.532773, 0.451513, -3.165023], [2.791622, -1.584150, -2.863963], [3.930033, 2.577445, -3.371877], [4.579610, 0.146398, -3.147745], [-3.288254, -3.314814, 0.731663], [-2.151849, -2.065317, -0.596673], [-4.953458, -2.581003, 1.141697], [-2.284331, -3.857859, 2.191537], [-3.635621, -4.917299, -0.200125], [-5.223712, -1.666679, 0.600271], [-5.016043, -2.378873, 2.218006], [-5.703390, -3.349202, 0.903879], [-4.425943, -4.799357, -0.954563], [-3.987202, -5.616479, 0.576513], [-2.745262, -5.346209, -0.677096], [-1.203331, -3.784744, 2.027248], [-2.525740, -4.923218, 2.334989], [-2.541506, -3.303602, 3.098969], [1.876844, 0.511652, 0.098222], [0.886748, -0.100187, 0.203809]],
  "forces_ev_per_a": [[-0.2, -0.2, 0.1], [-0.1, 0.7, -0.3], [0.1, -0.1, 0.2], [0.0, 0.0, -0.3], [-0.1, 0.3, 0.1], [0.0, -0.3, 0.6], [-0.2, 0.0, -0.6], [-0.1, -0.2, 0.1], [0.3, 0.1, -0.1], [-0.1, 0.1, 0.2], [-0.1, -0.2, -0.1], [-0.2, 0.1, -0.4], [1.2, -1.9, -0.1], [-1.0, 0.4, 1.3], [-0.1, 0.0, -0.1], [-0.2, 0.0, -0.1], [0.0, -0.1, 0.1], [0.2, -0.1, 0.1], [0.3, -0.3, -0.2], [0.0, -0.1, 0.2], [-0.2, 1.9, -0.1], [1.1, -1.2, 3.8], [0.0, 0.3, 0.0], [-0.2, 0.4, 0.0], [0.1, 0.0, -0.2], [0.2, -0.1, -0.2], [0.0, 0.2, 0.3], [-0.1, 0.1, 0.2], [0.0, 0.0, -0.2], [0.0, -0.1, -0.1], [0.1, 0.2, 0.2], [0.1, 0.0, -0.2], [-0.7, -0.6, 1.3], [-0.4, 2.3, -2.4], [-0.1, -0.2, -0.1], [-0.3, -0.2, 0.1], [0.1, -0.2, 0.2], [0.4, 0.1, 0.1], [-0.9, 0.5, -0.3], [2.8, 0.1, -0.4], [0.3, -0.2, -0.2], [-0.4, -0.4, -0.2], [0.5, 0.0, -0.3], [-0.1, -0.1, 0.3], [-0.5, 0.1, 0.2], [-0.1, 0.2, -0.2], [0.4, -0.2, 0.0], [0.0, -0.2, -0.1], [-0.3, 0.2, 0.2], [0.1, 0.4, -0.2], [-0.2, -0.3, 0.0], [-0.2, 0.2, 0.0], [-0.1, -0.3, 0.1], [-2.7, -2.4, -1.2], [-0.4, -0.2, 0.1], [0.1, -0.4, 0.5], [0.0, 0.2, -0.2], [0.2, -0.2, 0.1], [0.1, 0.1, -0.3], [0.0, 0.2, 0.0], [0.2, -0.1, 0.1], [0.0, 0.1, -0.3], [-0.2, 0.1, 0.1], [-0.3, 0.0, 0.0], [0.1, 0.2, 0.1], [0.0, -0.1, -0.2], [-2.4, -1.9, 0.5], [4.4, 3.4, -1.9]]
}



Record 3
{
  "formula": "C21H36N2O5",
  "method": "the ωB97M-V functional and the def2-TZVPD basis",
  "total_charge": 0,
  "lumo_energy_ha": 0.0186,
  "energy_ha": -1307.4900,
  "homo_energy_ev": -9.03,
  "de_lowest_kj_mol": 24.3,
  "elements": ["C", "C", "O", "C", "C", "C", "C", "C", "O", "N", "C", "C", "C", "C", "C", "C", "N", "C", "O", "C", "O", "C", "C", "C", "C", "O", "C", "C", "H", "H", "H", "H", "H", "H", "H", "H", "H", "H", "H", "H", "H", "H", "H", "H", "H", "H", "H", "H", "H", "H", "H", "H", "H", "H", "H", "H", "H", "H", "H", "H", "H", "H", "H", "H"],
  "positions_angstrom": [[0.642166, -2.953912, -3.199111], [-0.783655, -2.630551, -2.775280], [-1.423742, -2.066054, -3.887054], [-2.855466, -2.194954, -3.971594], [-3.550930, -1.782830, -2.677373], [-3.216047, -3.630501, -4.346959], [-3.236463, -1.243331, -5.094141], [-0.756579, -1.647407, -1.591111], [-0.761524, -0.438554, -1.754183], [-0.699958, -2.216374, -0.370154], [-0.579654, -3.626897, 0.004109], [-0.537747, -3.423795, 1.518346], [-1.665509, -2.377525, 1.716714], [-0.685123, -1.494924, 0.913466], [0.446654, -2.221348, 1.687833], [1.881355, -2.206198, 1.150494], [2.079041, -1.491226, -0.094023], [2.100538, -0.136578, -0.091955], [1.987270, 0.526406, 0.924926], [2.252270, 0.519477, -1.455384], [2.689471, -0.370676, -2.459326], [4.094212, -0.565130, -2.462922], [4.428316, -1.657248, -3.456472], [3.995516, -1.298342, -4.876352], [4.429188, -2.383178, -5.847195], [5.828610, -2.606043, -5.796022], [6.241833, -3.019097, -4.507664], [5.922000, -1.973435, -3.450138], [1.192759, -3.450817, -2.395769], [0.622177, -3.620803, -4.060687], [1.161070, -2.033728, -3.465353], [-1.286962, -3.552196, -2.462258], [-3.264160, -0.771197, -2.393617], [-4.631726, -1.819437, -2.821431], [-3.309857, -2.459047, -1.852809], [-2.700491, -3.917211, -5.264127], [-2.944612, -4.336737, -3.559756], [-4.291318, -3.719525, -4.509463], [-2.712634, -1.517489, -6.010253], [-4.310820, -1.279071, -5.279526], [-2.954855, -0.225291, -4.826078], [-1.438758, -4.224191, -0.310690], [0.331547, -4.088478, -0.387721], [-0.460689, -4.323226, 2.124426], [-2.634142, -2.578377, 1.259085], [-1.771289, -2.065319, 2.752556], [-0.752547, -0.420425, 0.801335], [0.433298, -1.896440, 2.726666], [2.523549, -1.736466, 1.894292], [2.242184, -3.228205, 1.007793], [2.079751, -1.955193, -0.987012], [1.265127, 0.878866, -1.744767], [2.927404, 1.372900, -1.344688], [4.595418, 0.371924, -2.743024], [4.443450, -0.845128, -1.459910], [3.884472, -2.562187, -3.150461], [2.914180, -1.160227, -4.927432], [4.462298, -0.351126, -5.166430], [3.901492, -3.321737, -5.618221], [4.200693, -2.109857, -6.876345], [5.748209, -3.968843, -4.250571], [7.313771, -3.201860, -4.572330], [6.491335, -1.064084, -3.667304], [6.239544, -2.335700, -2.468140]],
  "forces_ev_per_a": [[0.0, 0.0, 0.0], [0.0, 0.0, 0.0], [0.0, 0.0, 0.0], [0.0, 0.0, 0.0], [0.0, 0.0, 0.0], [0.0, 0.0, 0.0], [0.0, 0.0, 0.0], [0.0, 0.0, 0.0], [0.0, 0.0, 0.0], [0.0, 0.0, 0.0], [0.0, 0.0, 0.0], [0.1, -0.1, 0.2], [0.0, 0.0, 0.0], [0.0, 0.0, 0.0], [-0.1, 0.2, -0.3], [0.0, -0.3, -0.1], [0.0, 0.2, 0.1], [0.0, 0.0, 0.0], [0.0, 0.0, 0.0], [0.0, 0.0, 0.0], [0.0, 0.0, 0.0], [0.0, 0.0, 0.0], [0.0, 0.0, 0.0], [0.0, 0.0, 0.0], [0.0, 0.0, 0.0], [0.0, 0.0, 0.0], [0.0, 0.0, 0.0], [0.0, 0.0, 0.0], [0.0, 0.0, 0.0], [0.0, 0.0, 0.0], [0.0, 0.0, 0.0], [0.0, 0.0, 0.0], [0.0, 0.0, 0.0], [0.0, 0.0, 0.0], [0.0, 0.0, 0.0], [0.0, 0.0, 0.0], [0.0, 0.0, 0.0], [0.0, 0.0, 0.0], [0.0, 0.0, 0.0], [0.0, 0.0, 0.0], [0.0, 0.0, 0.0], [0.0, 0.0, 0.0], [0.0, 0.0, 0.0], [0.0, 0.0, 0.0], [0.0, 0.0, 0.0], [0.0, 0.0, 0.0], [0.0, 0.0, 0.0], [0.0, 0.0, 0.0], [0.0, 0.0, 0.0], [0.0, 0.0, 0.0], [0.0, 0.0, 0.0], [0.0, 0.0, 0.0], [0.0, 0.0, 0.0], [0.0, 0.0, 0.0], [0.0, 0.0, 0.0], [0.0, 0.0, 0.0], [0.0, 0.0, 0.0], [0.0, 0.0, 0.0], [0.0, 0.0, 0.0], [0.0, 0.0, 0.0], [0.0, 0.0, 0.0], [0.0, 0.0, 0.0], [0.0, 0.0, 0.0], [0.0, 0.0, 0.0]]
}